# 1
ORCA calculation (ωB97M-V/def2-TZVPD) on C7H11Cl as an isolated structure.

Positions of all 19 atoms, in Å:
C: -2.0001 -0.4421 -1.1315
C: -2.0302 0.2898 0.1680
C: -0.6270 0.4637 0.4219
C: -0.1576 1.6266 0.2586
C: 1.3415 2.0471 0.1304
C: 0.3137 -0.6881 0.5790
C: 0.1973 -1.4980 1.5819
H: -0.9455 -1.2067 -0.8112
H: -1.6362 0.2298 -1.9444
H: -2.9905 -1.1522 -1.4020
H: -2.5567 1.2581 0.3084
H: -2.3594 -0.3217 1.1750
H: -0.8563 2.4151 0.3123
H: 2.0608 0.9146 -0.7767
H: 1.2907 3.3454 -0.6147
H: 1.9245 2.1063 1.4483
H: -0.5222 -1.3655 2.3094
H: 1.0091 -2.2617 1.7862
Cl: 1.3739 -0.8680 -0.8141

Max |F| ... 6.4 eV/Å
Lowest unoccupied orbital energy ... 0.0269 Ha
E ... -733.1853 a.u.
Energy relative to the best compared isomer or geometry (same formula, charge and spin) ... 814.4 kJ/mol

Mulliken population analysis, charges in e, atoms 1 to 2:
1 C -0.793
2 C -0.456

# 2
ORCA calculation (ωB97M-V/def2-TZVPD) on a 2-piece molecular cluster, C4H10NS overall.

Positions of all 16 atoms, in Å:
C: -1.3764 1.4342 -1.5104
C: -0.1759 2.0497 -1.5619
N: 1.0468 1.5121 -1.3593
H: -1.4590 0.3578 -1.4347
H: -2.2737 1.9846 -1.7404
H: -0.1846 3.1264 -1.7254
H: 1.1852 0.4892 -1.1816
H: 1.8512 2.0598 -1.5916
C: 0.2827 -1.5573 2.3028
C: -0.0725 -1.7181 0.8246
S: 1.4035 -1.4932 -0.2154
H: 0.7679 -0.5912 2.4265
H: 0.9727 -2.3541 2.5876
H: -0.5875 -1.6344 2.9717
H: -0.8368 -0.9759 0.5641
H: -0.5435 -2.6897 0.6434

Max |F| ... 0.8 eV/Å
Lowest unoccupied orbital energy ... 0.1454 Ha
Total charge ... -1
E ... -611.3574 a.u.
Energy relative to the best compared isomer or geometry (same formula, charge and spin) ... 22.1 kJ/mol

Mulliken population analysis, charges in e, atoms 1 to 2:
1 C -0.870
2 C 0.076

# 3
ORCA calculation (ωB97M-V/def2-TZVPD) on an isolated molecule of C4H10N2O.

Positions of all 17 atoms, in Å:
N: -0.4097 -1.1515 2.7609
C: 0.2502 -1.3379 1.5704
C: 0.1197 0.1666 0.9200
C: 0.3272 0.0562 -0.6093
N: -0.7585 -0.5506 -1.3290
C: 0.2804 1.4962 -1.2910
O: 0.3194 1.6513 -2.5231
H: 0.0344 -1.4953 3.6176
H: -0.6003 -0.2089 2.8447
H: -0.2305 -2.0610 0.9800
H: 1.2846 -1.5341 1.4447
H: 1.0012 0.7463 1.3791
H: -0.8354 0.7662 1.2248
H: 1.2709 -0.2539 -0.9069
H: -0.7908 -0.3064 -2.3217
H: -1.0232 -1.4929 -0.9912
H: -0.3534 2.2576 -0.6499

SMILES string ... NCC[C@@H](N)C=O
Max |F| ... 4.7 eV/Å
Lowest unoccupied orbital energy ... 0.0236 Ha
E ... -343.0721 a.u.
Energy relative to the best compared isomer or geometry (same formula, charge and spin) ... 339.8 kJ/mol

Mulliken population analysis, charges in e, atoms 1 to 2:
1 N -0.503
2 C -0.472